ORCA calculation (ωB97M-V/def2-TZVPD) on 6 unconnected molecules or ions with the total composition C34H73F8N4O12PS.

- SMILES string: CCOCCOC[C@@H]([C@H](ON=O)O[C@H](S)CCOCC(F)(F)C(F)(F)C(F)(F)C(F)F)N(CC(=O)N(C)C)[PH2]=N.CC(C)O.CC(C)O.CC(C)O.CC(C)O.CC(C)O
- Max |F|: 4.88 eV/A
- Multiplicity: 1
- Molecular weight: 945.0 g/mol
- Energy: -108826.5270 eV

XYZ file:
```
133
Properties=species:S:1:pos:R:3:lowdin_charge:R:1
C -1.223 -4.642 4.817 -0.070
C -1.164 -3.423 3.756 -0.249
O -1.940 -3.675 2.534 -0.199
C -1.175 -2.978 1.505 -0.181
C -2.052 -2.682 0.202 -0.169
O -1.689 -1.425 -0.388 -0.183
C -0.438 -1.538 -1.143 -0.122
C -0.803 -1.093 -2.623 -0.221
C -1.285 0.446 -2.532 -0.270
O -2.669 0.503 -3.044 -0.047
N -3.426 0.931 -1.987 -0.038
O -4.402 1.469 -2.397 0.063
O -0.415 1.300 -3.272 -0.190
C -0.735 2.689 -3.076 -0.594
S -0.040 3.585 -4.575 0.735
C 0.013 3.324 -1.794 -0.153
C -1.061 3.728 -0.678 -0.190
O -0.452 4.085 0.577 -0.135
C -0.856 3.227 1.645 -0.082
C 0.170 2.009 1.895 -0.272
F -0.561 1.072 2.666 0.062
F 0.407 1.369 0.658 0.064
C 1.496 2.479 2.625 -0.239
F 2.198 3.342 1.766 0.099
F 1.186 3.252 3.758 0.102
C 2.494 1.313 3.051 -0.266
F 3.803 1.826 2.921 0.085
F 2.441 0.187 2.234 0.098
C 2.371 0.841 4.568 -0.212
F 1.074 0.471 4.940 0.049
F 2.880 1.756 5.487 0.059
N 0.316 -1.135 -3.595 -0.254
C 1.209 -2.318 -3.427 -0.150
C 2.606 -1.938 -2.711 -0.311
O 3.233 -2.898 -2.160 0.035
N 3.204 -0.605 -2.691 -0.172
C 2.591 0.295 -1.685 -0.084
C 3.292 0.009 -4.037 -0.089
P -0.320 -1.285 -5.253 0.754
N -1.264 -2.576 -5.435 -0.302
H -1.297 -4.296 5.896 0.077
H -2.059 -5.358 4.564 0.073
H -0.224 -5.190 4.741 0.075
H -0.077 -3.330 3.435 0.106
H -1.426 -2.419 4.238 0.129
H -0.289 -3.639 1.206 0.140
H -0.767 -1.986 1.899 0.130
H -3.128 -2.567 0.579 0.139
H -2.051 -3.525 -0.554 0.122
H -0.109 -2.617 -1.053 0.127
H 0.305 -0.869 -0.617 0.118
H -1.724 -1.690 -2.926 0.148
H -1.302 0.818 -1.465 0.141
H -1.857 2.902 -3.033 0.125
H 1.335 3.443 -4.356 -0.100
H 0.492 4.302 -2.130 0.092
H 0.858 2.679 -1.410 0.106
H -1.823 2.892 -0.616 0.111
H -1.591 4.663 -1.068 0.143
H -0.918 3.859 2.585 0.138
H -1.885 2.760 1.506 0.154
H 3.006 -0.103 4.658 0.184
H 0.706 -3.222 -2.960 0.134
H 1.502 -2.656 -4.484 0.090
H 2.831 -0.012 -0.618 0.098
H 1.469 0.432 -1.793 0.055
H 3.044 1.331 -1.865 0.102
H 3.797 1.027 -3.895 0.096
H 2.296 0.220 -4.535 0.072
H 3.969 -0.568 -4.744 0.099
H -1.010 -0.084 -5.605 0.017
H 0.777 -1.465 -6.166 0.023
H -1.358 -3.090 -4.553 -0.050
C -0.880 8.504 4.706 -0.063
C -0.353 7.137 4.299 -0.496
C 0.773 7.254 3.284 -0.066
O -1.413 6.366 3.738 -0.060
H -1.285 9.039 3.842 0.082
H -1.696 8.402 5.426 0.081
H -0.092 9.113 5.156 0.081
H 0.004 6.604 5.183 0.141
H 0.424 7.744 2.369 0.077
H 1.131 6.262 2.995 0.067
H 1.612 7.825 3.688 0.085
H -1.736 6.828 2.954 0.089
C -4.189 -7.607 0.408 -0.061
C -2.720 -7.275 0.192 -0.490
C -1.864 -7.773 1.346 -0.059
O -2.567 -5.863 0.062 -0.070
H -4.567 -7.127 1.316 0.080
H -4.792 -7.234 -0.423 0.080
H -4.341 -8.685 0.495 0.080
H -2.376 -7.726 -0.742 0.139
H -2.164 -7.298 2.286 0.075
H -0.814 -7.518 1.183 0.080
H -1.947 -8.856 1.461 0.080
H -2.870 -5.455 0.884 0.071
C 3.974 6.731 0.404 -0.059
C 3.447 7.711 -0.631 -0.495
C 3.082 9.044 0.003 -0.061
O 2.296 7.156 -1.267 -0.059
H 3.216 6.524 1.167 0.067
H 4.222 5.774 -0.063 0.080
H 4.868 7.120 0.898 0.081
H 4.201 7.867 -1.407 0.138
H 2.294 8.916 0.752 0.067
H 2.694 9.734 -0.750 0.081
H 3.949 9.503 0.484 0.081
H 1.623 7.013 -0.590 0.080
C -6.332 -3.515 2.934 -0.061
C -5.932 -2.699 4.154 -0.495
C -5.701 -1.240 3.792 -0.062
O -4.742 -3.242 4.719 -0.062
H -5.542 -3.495 2.177 0.072
H -6.484 -4.562 3.206 0.079
H -7.253 -3.133 2.488 0.080
H -6.714 -2.769 4.915 0.138
H -4.890 -1.143 3.063 0.076
H -5.404 -0.668 4.674 0.080
H -6.604 -0.790 3.371 0.080
H -4.039 -3.188 4.057 0.061
C 4.515 -5.836 -6.453 -0.065
C 4.634 -4.470 -5.796 -0.496
C 5.775 -4.436 -4.791 -0.060
O 3.411 -4.151 -5.135 -0.074
H 4.307 -6.610 -5.707 0.082
H 3.685 -5.849 -7.164 0.080
H 5.433 -6.101 -6.983 0.080
H 4.797 -3.707 -6.562 0.138
H 5.609 -5.162 -3.989 0.085
H 5.842 -3.453 -4.319 0.078
H 6.731 -4.659 -5.271 0.079
H 3.252 -4.819 -4.456 0.091
```

=====

ORCA calculation (ωB97M-V/def2-TZVPD) on a molecular structure, C34H74AsOS4Si3Tl.

- Max |F|: 0.97 eV/A
- Multiplicity: 1
- Energy relative to the best compared isomer or geometry (same formula, charge and spin): 1.289 eV
- Molecular weight: 990.8 g/mol
- Energy: -171015.1533 eV

XYZ file:
```
118
Properties=species:S:1:pos:R:3:lowdin_charge:R:1
Tl 1.518 0.197 -0.346 0.885
C 3.888 -0.613 0.891 -0.128
C 2.885 -1.035 1.804 -0.217
C 2.323 0.159 2.376 -0.235
C 3.019 1.255 1.800 -0.128
C 3.985 0.791 0.887 -0.322
C 5.088 1.592 0.231 -0.562
C 5.290 1.137 -1.219 -0.048
C 6.392 1.368 1.013 -0.043
C 4.757 3.086 0.233 -0.053
C 1.365 0.407 3.546 -0.521
C 0.918 1.879 3.584 -0.071
C 2.106 0.133 4.866 -0.036
C 0.069 -0.410 3.458 -0.062
C 2.574 -2.529 1.970 -0.520
C 2.515 -2.988 3.434 -0.051
C 3.669 -3.388 1.315 -0.069
C 1.258 -2.901 1.259 -0.083
H 4.572 -1.259 0.363 0.100
H 2.897 2.288 2.083 0.095
H 5.508 0.070 -1.263 0.084
H 6.119 1.679 -1.685 0.086
H 4.379 1.317 -1.794 0.055
H 6.666 0.312 0.987 0.083
H 6.260 1.655 2.058 0.088
H 7.210 1.954 0.585 0.079
H 3.828 3.269 -0.314 0.070
H 5.556 3.655 -0.248 0.084
H 4.640 3.461 1.251 0.083
H 1.742 2.545 3.840 0.080
H 0.146 2.007 4.347 0.084
H 0.503 2.183 2.623 0.029
H 2.974 0.791 4.933 0.089
H 2.468 -0.890 4.921 0.055
H 1.459 0.321 5.728 0.085
H -0.412 -0.241 2.490 0.061
H -0.625 -0.101 4.245 0.084
H 0.234 -1.477 3.573 0.041
H 3.456 -2.756 3.937 0.092
H 2.363 -4.069 3.477 0.083
H 1.708 -2.522 3.990 0.050
H 4.643 -3.192 1.767 0.092
H 3.732 -3.198 0.243 0.080
H 3.429 -4.444 1.454 0.084
H 0.425 -2.279 1.586 0.040
H 1.007 -3.951 1.441 0.084
H 1.377 -2.765 0.181 0.066
C 0.598 4.595 -0.478 -0.512
C 0.309 5.047 -1.901 -0.517
S 0.876 3.909 -3.217 0.833
C -0.621 3.844 -4.268 -0.520
C -1.415 2.535 -4.209 -0.528
S -1.545 1.787 -2.560 0.773
C -2.541 3.077 -1.739 -0.479
C -2.036 3.563 -0.366 -0.495
S -0.331 3.154 0.143 0.772
H 0.390 5.430 0.193 0.079
H 1.641 4.301 -0.357 0.055
H 0.816 5.999 -2.061 0.074
H -0.757 5.209 -2.047 0.052
H -0.290 4.019 -5.292 0.067
H -1.239 4.691 -3.975 0.061
H -0.921 1.765 -4.794 0.053
H -2.419 2.690 -4.611 0.081
H -3.542 2.661 -1.625 0.042
H -2.599 3.906 -2.441 0.062
H -2.638 3.111 0.421 0.036
H -2.135 4.646 -0.290 0.080
C 1.913 -0.922 -5.497 -0.239
S 2.018 0.239 -4.093 0.758
C 3.465 1.146 -4.716 -0.246
O 2.483 -0.579 -2.947 -0.655
H 2.898 -1.339 -5.697 0.055
H 1.521 -0.404 -6.373 0.052
H 1.230 -1.711 -5.188 0.047
H 4.292 0.458 -4.878 0.062
H 3.731 1.886 -3.964 0.035
H 3.181 1.652 -5.640 0.057
C -4.608 -4.024 1.407 -0.221
Si -2.870 -3.270 1.212 0.281
C -1.835 -4.539 0.254 -0.224
C -2.173 -3.158 2.971 -0.210
As -2.628 -1.175 0.119 0.805
Si -3.399 -1.847 -2.015 0.272
C -4.134 -0.479 -3.114 -0.224
C -4.691 -3.234 -2.030 -0.225
C -1.817 -2.446 -2.870 -0.221
Si -4.318 0.070 1.223 0.287
C -3.301 1.053 2.486 -0.237
C -5.314 1.291 0.154 -0.202
C -5.618 -0.908 2.196 -0.224
H -4.565 -5.111 1.315 0.034
H -5.309 -3.656 0.657 0.000
H -5.027 -3.793 2.387 0.017
H -1.527 -5.360 0.904 0.036
H -0.932 -4.080 -0.151 0.000
H -2.395 -4.969 -0.579 0.019
H -2.540 -3.981 3.587 0.035
H -2.458 -2.221 3.457 0.016
H -1.084 -3.205 2.968 0.002
H -4.561 0.337 -2.529 -0.012
H -4.930 -0.881 -3.744 0.029
H -3.369 -0.052 -3.761 -0.009
H -5.628 -2.887 -1.590 0.026
H -4.355 -4.102 -1.459 0.000
H -4.904 -3.566 -3.048 0.031
H -1.125 -1.610 -2.995 0.013
H -2.014 -2.886 -3.851 0.033
H -1.309 -3.198 -2.263 0.008
H -2.360 1.392 2.044 -0.004
H -3.036 0.408 3.328 0.018
H -3.825 1.923 2.887 0.035
H -4.789 2.236 0.005 0.003
H -6.265 1.518 0.639 0.031
H -5.541 0.877 -0.830 0.003
H -5.143 -1.550 2.941 0.014
H -6.214 -1.547 1.540 0.022
H -6.303 -0.239 2.720 0.032
```